Entry 1:
A structure of composition C26H25B2F2HfN2O4 at a distorted geometry, computed with ωB97M-V/def2-TZVPD.

Structure (XYZ):
```
62
Properties=species:S:1:pos:R:3:forces:R:3:nbo_charge:R:1
Hf -0.151318 0.413561 -0.236290 0.8094 -1.3483 -0.0761 2.144
C -3.981418 -1.809339 1.200810 0.0825 0.0266 0.1643 -0.606
C -2.887018 -1.586939 2.249410 0.0312 0.1830 -0.2528 -0.224
C -2.576918 -0.097739 2.405910 0.0154 -0.1358 0.0560 -0.591
C -1.666318 -2.411739 1.898510 0.0507 0.1541 -0.2700 -0.072
C -1.349618 -3.454239 2.746910 0.2833 -0.2231 0.1768 -0.206
C -0.331418 -4.353239 2.470710 -0.0252 -0.0902 0.0168 -0.287
C 0.325982 -4.243939 1.256910 0.0054 -0.1223 0.2710 -0.229
C 0.029282 -3.238439 0.359610 -0.2222 0.2925 -0.1497 0.002
C 0.677882 -3.301539 -1.006690 -0.0789 0.2231 -0.0521 -0.247
C 1.582482 -2.095739 -1.259090 -0.1055 -0.2300 0.0984 -0.593
C -0.385218 -3.400339 -2.105490 0.0992 0.0054 0.1174 -0.612
C -0.922718 -2.207139 0.682710 -0.1832 -2.1504 0.8392 0.138
N -1.161618 -1.188039 -0.151790 -0.1551 1.0176 -0.3472 -1.125
H -4.888618 -1.273939 1.478310 -0.1366 0.0887 -0.0266 0.188
H -4.212318 -2.871539 1.132410 -0.0606 -0.0721 -0.0682 0.200
H -3.637018 -1.457239 0.230410 -0.0296 0.0072 -0.0666 0.232
H -3.270918 -1.954739 3.213510 0.1472 0.0371 -0.1472 0.186
H -2.246118 0.304761 1.442910 -0.2794 0.0411 0.2888 0.205
H -1.787518 0.047461 3.140910 0.0615 0.0756 0.0770 0.207
H -3.463918 0.442161 2.736510 -0.0719 0.1433 -0.0312 0.196
H -1.921218 -3.579439 3.660510 -0.0558 0.0582 0.0273 0.189
H -0.096118 -5.155039 3.155510 0.0240 -0.0478 0.0885 0.194
H 1.080782 -4.977539 0.990310 -0.0081 -0.0063 -0.0403 0.190
H 1.291982 -4.213039 -1.041190 -0.0730 0.1463 0.0946 0.189
H 0.951882 -1.246639 -1.552390 0.4951 -0.4824 -0.2640 0.191
H 2.294382 -2.295939 -2.060090 0.0053 0.1546 -0.1140 0.215
H 2.145882 -1.848439 -0.356590 0.1139 0.0726 -0.0504 0.212
H -1.031218 -2.523139 -2.045290 -0.0142 -0.1246 -0.1104 0.236
H -0.990018 -4.295139 -1.967690 -0.0756 -0.0813 -0.0478 0.199
H 0.082782 -3.434739 -3.088490 0.0301 -0.0221 -0.1417 0.191
F 0.634482 0.144561 2.333710 0.5909 -0.0468 0.3114 -0.505
B 1.893682 0.245861 2.899510 -2.1368 -0.1374 0.7485 1.409
F 1.869182 0.179361 4.228510 0.1516 -0.0784 -0.0190 -0.491
O -0.790118 3.503561 -0.573890 0.5964 0.0765 0.2317 -0.650
B -1.428818 2.274661 -0.316990 -1.5197 1.8542 -0.5219 0.413
O -2.801818 2.469861 -0.586490 -0.2236 -0.4900 0.2766 -0.629
C -2.976718 3.756461 -0.960390 0.5655 0.7961 -0.0827 0.219
C -4.132818 4.435161 -1.288990 0.0864 -0.3533 0.0895 -0.243
C -4.004518 5.776561 -1.619390 -0.0590 0.1659 -0.0666 -0.233
C -2.769118 6.408161 -1.624490 -0.1080 0.1767 -0.0697 -0.229
C -1.604018 5.731161 -1.295890 0.2521 -0.3913 0.1333 -0.274
C -1.727218 4.396261 -0.958190 -1.0480 0.1667 -0.1253 0.298
H -5.092018 3.940961 -1.285190 -0.0764 -0.0664 0.0115 0.219
H -4.885818 6.344861 -1.879990 -0.0710 0.0214 -0.0187 0.205
H -2.715018 7.454561 -1.889690 0.0190 0.0592 -0.0221 0.206
H -0.642318 6.219461 -1.302990 0.1080 0.0346 0.0239 0.221
O 3.002782 0.443461 2.249410 1.3180 0.2228 -0.9699 -0.687
C 3.034282 0.627861 0.864810 -0.1129 -0.1176 -0.3162 0.343
N 1.849482 0.825061 0.216110 1.2607 0.2243 0.8219 -0.751
C 2.096382 0.916861 -1.115290 1.5259 0.2843 -0.3460 0.436
O 1.029082 0.950261 -1.891690 -0.9332 -0.0114 -0.6969 -0.800
C 3.484182 0.814561 -1.341190 -0.5837 -0.0383 0.5479 -0.158
C 4.304182 0.854461 -2.477090 0.2226 -0.0860 -0.3024 -0.158
C 5.655382 0.698461 -2.332890 -0.2440 0.0416 -0.6483 -0.296
C 6.239582 0.487261 -1.062490 0.1424 -0.0566 0.6011 -0.233
C 5.484082 0.440561 0.073110 0.5279 0.0214 0.0495 -0.202
C 4.087582 0.612561 -0.031690 -0.9375 0.0970 0.3874 -0.142
H 3.853882 0.990061 -3.450890 0.0268 0.0439 -0.1006 0.208
H 6.303282 0.715461 -3.201590 -0.0666 0.0267 -0.0270 0.196
H 7.316382 0.364061 -1.008890 -0.0486 -0.0166 0.0905 0.196
H 5.927682 0.284561 1.049410 0.0954 -0.0136 -0.0512 0.203
```
Forces are in eV/Å.

As for the gap between HOMO and LUMO: 6.25 eV. Its total charge is -1. The energy above the lowest of the compared OMol25 structures with the same formula, charge and spin comes out at 0.0 kJ/mol. For the HOMO energy, the calculation gives -3.64 eV. For the LUMO energy, the calculation gives 0.0959 Eh.

Entry 2:
A cluster of 2 separate species, C12H20O in total at a distorted geometry, computed with ωB97M-V/def2-TZVPD.

Structure (XYZ):
```
33
Properties=species:S:1:pos:R:3:forces:R:3:nbo_charge:R:1
C 2.050297 -4.305892 0.148820 -0.1355 1.4455 -0.6963 -0.629
C 2.735919 -2.815488 0.201695 0.1643 -3.4366 -2.2080 -0.415
C 1.876236 -1.686338 -0.253081 0.8487 1.5796 1.0378 -0.025
C 0.478329 -1.503819 -0.109277 2.4404 -0.5608 -2.8637 -0.217
C -0.018253 -0.440314 -0.834927 -2.2802 1.3078 1.1155 -0.237
C 0.704229 0.727182 -1.242854 -1.5788 -2.5926 0.5279 0.266
O -0.188284 1.752688 -1.597557 3.2472 0.1722 -0.6962 -0.656
C 2.110794 0.582199 -1.253790 -2.5779 -0.1256 1.1585 -0.278
C 2.622909 -0.579585 -0.684690 0.6197 -0.0651 -1.2431 -0.204
H 1.286791 -4.279555 -0.733872 0.7224 -0.1433 2.1595 0.213
H 1.738475 -4.564939 1.186376 -0.7327 0.1380 -1.0735 0.214
H 2.708402 -5.140418 -0.146683 0.3407 0.7379 0.1383 0.213
H 3.137919 -2.605140 1.154707 0.3965 0.0015 1.2469 0.214
H 3.622024 -2.922735 -0.503908 -0.9964 0.5166 0.8325 0.209
H -0.120709 -2.372054 0.040585 -0.6020 -0.2837 0.6798 0.218
H -1.153021 -0.453793 -0.893421 1.5527 0.6146 -0.2257 0.220
H 0.451677 2.384275 -1.996222 -1.1472 0.1550 0.1091 0.474
H 2.817363 1.305068 -1.525977 0.5770 1.2489 -0.5840 0.212
H 3.727820 -0.576058 -0.788916 -0.7374 -0.6990 0.4756 0.208
C -3.350164 0.915346 0.666898 -0.1406 -4.1723 -4.3364 -0.605
C -2.480255 2.034060 0.970802 2.8163 2.5460 0.4370 -0.269
C -3.354815 3.243886 1.117565 -1.4642 2.8511 0.4679 -0.607
C -1.583163 1.496946 2.119859 -2.3886 2.1585 0.0322 -0.617
H -3.989217 0.540047 1.484908 -0.0113 0.8114 -0.3260 0.220
H -2.777503 -0.121791 0.343049 -1.0541 2.5562 0.8603 0.193
H -3.891331 1.189561 -0.308901 -0.0023 -0.7307 1.6112 0.213
H -1.761067 2.556430 0.198447 -1.1535 -2.4159 0.5318 0.228
H -4.180527 3.276650 1.927566 1.7964 0.0167 -0.5239 0.201
H -2.729861 4.222324 0.991709 -1.2134 -1.5084 1.0459 0.207
H -4.024810 3.322479 0.237426 0.4986 -0.2953 0.0092 0.206
H -0.817326 2.096363 2.503909 0.7345 1.9381 0.7584 0.204
H -2.307963 1.280238 2.923870 0.8958 -0.9859 -0.1377 0.203
H -0.983236 0.832450 1.603677 0.5649 -2.7804 -0.3206 0.223
```
Forces are in eV/Å.

As for the gap between HOMO and LUMO: 9.06 eV. The energy above the lowest of the compared OMol25 structures with the same formula, charge and spin comes out at 353.8 kJ/mol. For the HOMO energy, the calculation gives -8.31 eV. For the LUMO energy, the calculation gives 0.0275 Eh.